{"formula": "C24H27N7O3PS2SnTe", "method": "ωB97M-V/def2-TZVPD", "elements": ["Sn", "N", "C", "S", "N", "N", "C", "C", "C", "C", "C", "C", "C", "C", "C", "C", "C", "C", "N", "H", "H", "H", "H", "H", "H", "H", "H", "H", "H", "H", "N", "C", "S", "C", "C", "C", "N", "C", "C", "H", "H", "H", "H", "H", "H", "N", "C", "C", "C", "O", "P", "O", "Te", "O", "C", "C", "H", "H", "H", "H", "H", "H", "H", "H", "H", "H"], "positions_angstrom": [[-0.1135, -1.1239, 1.6425], [-2.7616, 1.3904, 4.5641], [-2.2637, 0.5059, 3.6602], [-0.9260, -0.4317, 4.1644], [-2.9166, 0.4752, 2.5154], [-2.4235, -0.3327, 1.5709], [-3.0735, -0.4394, 0.4614], [-4.3483, 0.2819, 0.2130], [-5.5444, -0.4260, 0.1386], [-6.7420, 0.2401, -0.0725], [-6.7516, 1.6195, -0.2191], [-5.5615, 2.3302, -0.1513], [-4.3657, 1.6651, 0.0695], [-2.5276, -1.3401, -0.5533], [-3.0760, -1.4671, -1.8299], [-2.5076, -2.3660, -2.7144], [-1.4184, -3.1255, -2.3128], [-0.9171, -2.9252, -1.0388], [-1.4496, -2.0489, -0.1982], [-2.2576, 1.5283, 5.4181], [-3.5197, 1.9933, 4.2947], [-5.5272, -1.5024, 0.2627], [-7.6682, -0.3188, -0.1220], [-7.6862, 2.1401, -0.3879], [-5.5645, 3.4061, -0.2732], [-3.4354, 2.2153, 0.1340], [-3.9251, -0.8627, -2.1162], [-2.9170, -2.4792, -3.7102], [-0.9599, -3.8506, -2.9693], [-0.0585, -3.4704, -0.6698], [4.0037, 5.4072, 0.7228], [2.9014, 5.4104, 1.4948], [2.5880, 6.7330, 2.4469], [2.0501, 4.2059, 1.4567], [0.8598, 4.1422, 2.1847], [0.0932, 2.9926, 2.1337], [0.4300, 1.9188, 1.4209], [1.5561, 1.9744, 0.7199], [2.3869, 3.0800, 0.7019], [4.5322, 6.2604, 0.6799], [4.1428, 4.7165, 0.0045], [0.5565, 4.9894, 2.7818], [-0.8344, 2.9238, 2.6929], [1.7975, 1.0924, 0.1339], [3.2884, 3.0354, 0.1051], [-0.3761, -4.4783, 2.3662], [-0.3902, -3.3326, 2.2055], [5.8071, -0.8790, -0.2812], [4.5437, -1.6180, 0.1361], [3.8792, -2.2333, -0.9710], [2.5347, -1.5019, -1.5771], [1.5233, -1.3844, -0.4903], [3.0515, 0.4480, -2.7971], [2.0529, -2.7071, -2.5443], [2.8055, -3.0793, -3.7000], [3.5667, -4.3720, -3.4572], [6.3159, -0.4871, 0.6028], [5.5585, -0.0566, -0.9482], [6.4775, -1.5602, -0.8080], [3.8570, -0.9493, 0.6660], [4.8062, -2.4247, 0.8249], [3.4945, -2.2776, -3.9776], [2.0922, -3.2012, -4.5198], [4.2696, -4.2362, -2.6363], [4.1109, -4.6612, -4.3580], [2.8744, -5.1711, -3.1863]], "total_charge": -1, "homo_lumo_gap_ha": 0.222, "total_energy_ev": -85988.81383, "de_lowest_kcal_mol": 21.4, "homo_energy_ha": -0.1671}